A cluster of 6 separate species, C18H27F3O18 in total in a non-equilibrium geometry, computed with ωB97M-V/def2-TZVPD.

Each line ends with the Mulliken charge.
Positions of all 66 atoms, in Å:
1 O 30.823 -18.129 10.390  -0.616
2 C 30.284 -18.170 9.275  0.712
3 O 29.282 -17.324 8.901  -0.259
4 C 29.110 -17.431 7.533  -0.076
5 C 29.624 -18.890 7.291  0.322
6 F 30.278 -19.190 6.153  -0.278
7 O 30.617 -18.984 8.366  -0.309
8 H 28.039 -17.397 7.334  0.254
9 H 29.565 -16.550 7.080  -0.003
10 H 28.919 -19.715 7.397  0.260
11 O 32.452 -15.780 8.905  -0.597
12 C 33.065 -15.094 8.076  0.686
13 O 34.083 -14.408 8.398  -0.344
14 C 34.427 -13.484 7.476  -0.430
15 C 33.906 -14.133 6.216  0.552
16 F 34.661 -15.057 5.749  -0.304
17 O 32.703 -14.821 6.836  -0.269
18 H 33.845 -12.563 7.490  0.259
19 H 35.463 -13.157 7.571  0.352
20 H 33.725 -13.553 5.311  0.121
21 O 29.012 -13.544 8.779  -0.517
22 C 28.377 -13.213 9.751  0.585
23 O 28.698 -12.277 10.548  -0.291
24 C 27.830 -12.199 11.638  -0.403
25 C 26.600 -12.912 11.112  0.297
26 F 25.811 -11.957 10.739  -0.283
27 O 27.121 -13.693 10.028  -0.290
28 H 28.097 -12.886 12.441  0.272
29 H 27.775 -11.177 12.014  0.290
30 H 26.079 -13.577 11.801  0.300
31 C 27.988 -11.570 0.901  -0.531
32 O 26.815 -10.852 0.577  -0.311
33 C 26.380 -10.752 -0.739  0.788
34 O 26.963 -10.981 -1.774  -0.572
35 O 25.294 -10.086 -0.938  -0.298
36 C 24.329 -9.846 0.146  -0.683
37 H 27.758 -12.417 1.548  0.152
38 H 28.618 -10.898 1.483  0.239
39 H 28.536 -11.788 -0.015  0.341
40 H 23.450 -9.230 -0.042  0.274
41 H 24.804 -9.458 1.047  0.283
42 H 23.975 -10.799 0.539  0.306
43 C 37.412 -11.010 2.996  -0.719
44 O 36.305 -11.347 3.792  -0.306
45 C 35.071 -10.851 3.551  0.691
46 O 34.849 -9.845 2.834  -0.597
47 O 34.178 -11.457 4.348  -0.170
48 C 32.779 -11.065 4.383  -0.367
49 H 37.579 -11.708 2.177  0.289
50 H 38.392 -11.026 3.473  0.243
51 H 37.198 -10.074 2.479  0.345
52 H 32.383 -11.241 3.382  0.342
53 H 32.394 -10.071 4.611  0.410
54 H 32.266 -11.712 5.096  -0.261
55 C 30.073 -13.285 5.985  -0.409
56 O 30.284 -14.226 4.878  -0.108
57 C 30.139 -13.815 3.627  0.656
58 O 29.799 -12.698 3.346  -0.518
59 O 30.233 -14.896 2.803  -0.292
60 C 29.921 -14.843 1.433  -0.658
61 H 30.365 -13.858 6.865  -0.048
62 H 29.023 -12.995 5.992  0.419
63 H 30.699 -12.393 5.944  0.258
64 H 28.848 -14.728 1.282  0.279
65 H 30.329 -15.721 0.932  0.248
66 H 30.498 -14.025 1.003  0.292

## Properties
Kohn-Sham gap (eV): 10.5
LUMO level (eV): 0.37
Charge: 0
HOMO level (eV): -10.126
Relative energy (zero: lowest compared OMol25 entry of this formula, charge and spin) (kJ/mol): 452.42

---

A cluster of 5 separate species, C18H27FINO17PS in total in a non-equilibrium geometry, computed with ωB97M-V/def2-TZVPD.

Each line ends with the Mulliken charge.
Positions of all 67 atoms, in Å:
1 N 6.257 2.147 2.177  -0.690
2 C 4.996 1.580 2.550  1.159
3 C 3.957 1.871 1.427  -0.269
4 O 4.409 1.996 0.272  -0.743
5 O 2.763 1.991 1.726  -0.622
6 P 5.319 -0.299 2.834  -0.139
7 O 6.590 -0.697 1.849  -0.464
8 I 3.385 -1.438 1.920  0.117
9 S 4.426 2.185 4.194  1.271
10 O 5.544 2.472 5.037  -0.683
11 O 3.612 1.148 4.740  -0.577
12 F 3.484 3.427 4.006  -0.204
13 H 6.831 2.334 2.994  0.288
14 H 6.138 3.019 1.679  0.265
15 H 7.366 -0.546 2.395  0.343
16 C 1.898 2.748 -1.685  -1.469
17 C 2.496 2.372 -3.011  0.532
18 C 2.801 3.542 -3.906  -0.529
19 O 2.695 2.959 -5.214  -0.370
20 C 1.822 1.927 -5.118  0.648
21 O 1.355 1.363 -6.059  -0.548
22 O 1.553 1.631 -3.825  -0.228
23 H 1.668 1.856 -1.106  0.276
24 H 2.586 3.361 -1.106  0.351
25 H 0.958 3.291 -1.819  0.433
26 H 3.377 1.743 -2.858  0.256
27 H 3.796 3.949 -3.744  0.315
28 H 2.065 4.346 -3.825  0.310
29 C -2.293 1.263 1.788  -1.657
30 C -1.594 -0.013 2.184  1.349
31 C -0.342 0.201 2.995  -0.392
32 O 0.427 -0.966 2.664  -0.287
33 C 0.048 -1.347 1.421  0.581
34 O 0.629 -2.142 0.752  -0.562
35 O -1.078 -0.701 1.032  -0.297
36 H -3.165 1.044 1.170  0.358
37 H -2.619 1.816 2.669  0.356
38 H -1.633 1.896 1.193  0.436
39 H -2.291 -0.680 2.690  -0.434
40 H -0.535 0.248 4.064  0.309
41 H 0.228 1.085 2.695  0.244
42 C 0.094 -1.582 -4.639  -1.333
43 C -1.091 -2.395 -5.094  0.474
44 C -1.499 -2.139 -6.523  -0.430
45 O -2.901 -2.445 -6.494  -0.346
46 C -3.334 -2.203 -5.229  0.612
47 O -4.477 -2.154 -4.911  -0.548
48 O -2.289 -2.023 -4.387  -0.311
49 H 0.309 -1.784 -3.589  0.404
50 H 0.981 -1.815 -5.229  0.390
51 H -0.107 -0.514 -4.718  0.258
52 H -0.912 -3.459 -4.915  0.230
53 H -0.979 -2.778 -7.233  0.327
54 H -1.376 -1.096 -6.821  0.265
55 C -6.507 -3.810 3.334  -1.459
56 C -5.870 -2.461 3.107  0.471
57 C -4.399 -2.409 3.434  -0.475
58 O -4.217 -1.030 3.786  -0.284
59 C -5.409 -0.584 4.270  0.574
60 O -5.558 0.442 4.842  -0.535
61 O -6.399 -1.477 4.012  -0.359
62 H -7.574 -3.767 3.119  0.356
63 H -6.051 -4.567 2.696  0.383
64 H -6.405 -4.115 4.376  0.354
65 H -6.063 -2.118 2.087  0.267
66 H -3.770 -2.678 2.587  0.388
67 H -4.125 -3.024 4.294  0.299

## Properties
Kohn-Sham gap (eV): 7.3
LUMO level (eV): 2.00
Charge: -1
HOMO level (eV): -5.343
Relative energy (zero: lowest compared OMol25 entry of this formula, charge and spin) (kJ/mol): 0.00